No. 1
ORCA calculation (ωB97M-V with the def2-TZVPD basis set) on C15H22FS4W as an isolated structure.

Atoms and positions in Å:
W -0.327 0.055 -0.118
C -2.586 -1.475 2.026
C -3.459 -1.167 0.820
S -2.831 0.133 -0.302
C -3.253 1.719 0.493
C -2.343 2.149 1.632
S -0.626 2.196 1.031
C 0.367 2.023 2.552
C 1.752 1.515 2.185
S 1.786 -0.055 1.251
C 1.577 -1.387 2.475
C 0.153 -1.644 2.926
S -0.890 -1.783 1.440
H -2.933 -2.381 2.524
H -2.556 -0.664 2.751
H -4.459 -0.861 1.131
H -3.579 -2.041 0.177
H -4.289 1.639 0.827
H -3.239 2.439 -0.326
H -2.397 1.486 2.493
H -2.600 3.159 1.955
H -0.162 1.352 3.227
H 0.428 3.009 3.014
H 2.354 1.355 3.081
H 2.297 2.223 1.559
H 2.227 -1.168 3.325
H 2.001 -2.261 1.977
H -0.254 -0.849 3.548
H 0.085 -2.587 3.468
F -3.264 -0.538 -4.435
C -2.239 -0.133 -3.735
C -2.100 1.227 -3.476
C -1.027 1.652 -2.716
C -0.032 0.740 -2.285
C 1.099 1.097 -1.440
C -0.235 -0.645 -2.561
C -1.335 -1.092 -3.269
H -2.831 1.920 -3.877
H -0.898 2.708 -2.505
H 1.291 2.152 -1.278
H 2.001 0.514 -1.600
H 0.545 -1.363 -2.293
H -1.486 -2.137 -3.508

Calculated values
- total charge = +3
- E (hartree) = -2343.43184
- E_HOMO (spin up / spin down) (eV) = -18.90 / -19.05
- energy relative to the best compared isomer or geometry (same formula, charge and spin) (kcal/mol) = 0.6
- 2S+1 = 3
- LUMO (spin up / spin down) (eV) = -11.765 / -11.974

---

No. 2
ORCA calculation (ωB97M-V with the def2-TZVPD basis set) on C15H22KN5O7 as an isolated structure in a non-equilibrium geometry.

Atoms and positions in Å:
K 3.521 2.732 -0.283
O -0.778 0.692 0.799
C 0.203 1.617 0.824
O 0.832 1.850 1.920
O 0.617 2.140 -0.180
H -0.928 0.778 -0.145
C -2.879 1.936 3.100
N -2.778 3.376 2.801
O -1.840 3.780 2.133
O -3.628 4.093 3.367
H -3.700 1.880 3.815
H -1.927 1.645 3.543
H -2.963 1.460 2.123
C -1.386 3.032 -2.715
N -2.429 3.759 -1.973
O -2.163 4.285 -0.930
O -3.544 3.799 -2.468
H -1.376 2.030 -2.287
H -0.486 3.636 -2.596
H -1.709 2.953 -3.753
N -1.109 -2.080 -2.962
C -0.501 -3.068 -2.302
C -0.828 -2.975 -0.946
C -1.742 -1.866 -0.849
C -1.742 -1.254 -2.074
H -1.033 -1.914 -3.956
H 0.129 -3.764 -2.836
H -0.403 -3.570 -0.151
H -2.330 -1.511 -0.016
H -2.131 -0.294 -2.381
N 0.645 -1.491 2.925
C 1.196 -2.527 2.174
C 1.700 -3.583 3.006
C 1.378 -3.205 4.337
C 0.762 -1.903 4.218
H 0.280 -0.624 2.559
H 1.323 -2.330 1.120
H 2.183 -4.485 2.659
H 1.662 -3.795 5.196
H 0.377 -1.239 4.979
N 2.051 0.357 -2.073
C 3.169 0.484 -2.910
C 3.981 -0.590 -2.658
C 3.363 -1.439 -1.803
C 2.213 -0.838 -1.446
H 1.196 0.886 -1.974
H 3.298 1.348 -3.545
H 5.002 -0.573 -3.010
H 3.794 -2.409 -1.601
H 1.458 -1.220 -0.775

Calculated values
- E (hartree) = -1984.95066
- E_HOMO (eV) = -7.43
- LUMO (eV) = -1.112

---

No. 3
ORCA calculation (ωB97M-V with the def2-TZVPD basis set) on a single C15H22N2O4 molecule.

Atoms and positions in Å:
O -0.029 -1.998 -2.958
C -1.051 -1.785 -2.327
C -1.215 -0.491 -1.528
C -1.825 0.608 -2.398
O -3.174 0.264 -2.682
N 0.108 -0.100 -1.106
C 0.302 0.702 -0.030
O -0.632 1.180 0.596
C 1.739 0.963 0.343
C 2.150 0.446 1.752
C 2.797 1.804 2.010
C 2.072 2.403 0.807
C 4.250 2.047 2.352
C 3.154 2.446 3.274
C 2.743 3.644 4.032
C 2.821 2.280 4.703
N -2.126 -2.591 -2.334
C -3.271 -2.648 -1.418
C -3.930 -3.978 -1.795
C -3.352 -4.224 -3.180
O -2.003 -3.785 -3.060
H -1.846 -0.618 -0.648
H -1.764 1.541 -1.832
H -1.235 0.700 -3.316
H -3.575 0.978 -3.184
H 0.874 -0.510 -1.620
H 2.420 0.610 -0.432
H 1.272 0.283 2.378
H 2.797 -0.431 1.782
H 2.661 3.010 0.120
H 1.162 2.932 1.092
H 4.866 1.197 2.623
H 4.768 2.824 1.802
H 3.493 4.380 4.287
H 1.755 4.042 3.838
H 1.883 1.800 4.952
H 3.622 2.098 5.407
H -2.948 -2.629 -0.377
H -3.921 -1.796 -1.607
H -3.611 -4.770 -1.119
H -5.016 -3.919 -1.782
H -3.315 -5.270 -3.475
H -3.870 -3.636 -3.944

Calculated values
- E (hartree) = -995.12283
- E_HOMO (eV) = -8.96
- energy relative to the best compared isomer or geometry (same formula, charge and spin) (kcal/mol) = 124.7
- LUMO (eV) = 0.665

---

No. 4
ORCA calculation (ωB97M-V with the def2-TZVPD basis set) on a single C15H22N2O4S molecule.

Atoms and positions in Å:
C 6.430 -1.391 -0.470
O 5.658 -1.344 0.704
C 4.335 -1.034 0.600
C 3.661 -0.797 -0.591
C 2.311 -0.485 -0.578
C 1.604 -0.426 0.614
N 0.235 -0.099 0.679
C -0.668 -0.525 -0.375
C -0.552 -2.032 -0.615
C -2.090 -0.268 0.131
O -2.417 -0.647 1.246
N -2.975 0.257 -0.726
C -2.670 0.951 -1.966
C -4.007 1.553 -2.397
C -4.695 1.820 -1.061
C -4.315 0.585 -0.257
S -0.106 1.387 1.384
C -0.766 1.007 3.019
O 1.121 2.108 1.555
O -1.134 2.019 0.599
C 2.282 -0.668 1.806
C 3.627 -0.962 1.801
H 7.442 -1.633 -0.147
H 6.437 -0.426 -0.987
H 6.075 -2.169 -1.155
H 4.174 -0.836 -1.540
H 1.816 -0.280 -1.515
H -0.476 0.028 -1.301
H -0.794 -2.556 0.306
H 0.455 -2.302 -0.921
H -1.255 -2.332 -1.389
H -2.273 0.260 -2.716
H -1.939 1.741 -1.766
H -3.876 2.451 -2.996
H -4.581 0.826 -2.974
H -5.771 1.945 -1.153
H -4.266 2.708 -0.596
H -4.290 0.749 0.821
H -4.988 -0.254 -0.469
H -1.218 1.915 3.396
H -1.504 0.224 2.893
H 0.057 0.698 3.647
H 1.742 -0.622 2.738
H 4.160 -1.144 2.720

Calculated values
- E (hartree) = -1393.42897
- E_HOMO (eV) = -8.23
- energy relative to the best compared isomer or geometry (same formula, charge and spin) (kcal/mol) = 43.8
- LUMO (eV) = 0.716

---

No. 5
ORCA calculation (ωB97M-V with the def2-TZVPD basis set) on a 2-piece molecular cluster, C15H22N2O8S overall in a non-equilibrium geometry.

Atoms and positions in Å:
C -2.483 1.205 3.298
C -3.143 0.628 2.090
O -4.289 0.742 1.842
O -2.310 -0.081 1.250
C -1.750 0.759 0.238
C -0.601 0.036 -0.418
C 0.533 -0.417 0.498
C 0.747 0.389 1.771
C 0.857 -0.229 3.014
C 1.085 0.565 4.137
N 1.203 1.891 4.120
C 1.075 2.469 2.928
C 0.851 1.781 1.741
O 0.354 -1.821 0.833
S 1.725 -2.628 0.880
O 1.690 -3.654 -0.095
O 2.093 -2.991 2.202
O 2.653 -1.372 0.474
C 1.834 -0.490 -0.321
O 1.528 -1.164 -1.532
C 2.588 0.791 -0.674
N 3.669 1.105 0.274
H -1.746 0.541 3.730
H -1.992 2.127 2.999
H -3.255 1.458 4.012
H -2.498 0.969 -0.522
H -1.432 1.715 0.653
H -1.003 -0.871 -0.855
H -0.242 0.615 -1.259
H 0.776 -1.291 3.130
H 1.185 0.080 5.097
H 1.157 3.546 2.895
H 0.758 2.323 0.816
H 2.341 -1.614 -1.783
H 1.892 1.620 -0.688
H 2.997 0.696 -1.669
H 3.539 2.013 0.691
H 4.562 1.121 -0.194
C -1.248 -0.605 -5.589
C -1.611 -0.801 -4.137
C -2.185 -2.141 -3.752
O -1.446 0.075 -3.320
H -0.847 0.395 -5.732
H -0.499 -1.339 -5.888
H -2.133 -0.730 -6.214
H -1.469 -2.933 -3.980
H -3.105 -2.327 -4.306
H -2.402 -2.155 -2.686

Calculated values
- E (hartree) = -1694.37703
- E_HOMO (eV) = -9.99
- LUMO (eV) = 0.327

---

No. 6
ORCA calculation (ωB97M-V with the def2-TZVPD basis set) on C15H22N4O3S2 as an isolated structure in a non-equilibrium geometry.

Atoms and positions in Å:
C -3.968 -2.711 -0.906
C -3.241 -2.280 0.362
C -2.740 -0.842 0.254
C -2.001 -0.410 1.520
N -1.225 0.805 1.327
C 0.104 0.675 1.190
O 0.683 -0.394 1.332
C 0.950 1.915 0.916
N 1.148 2.092 -0.508
S 1.100 0.728 -1.473
O 1.626 1.117 -2.751
O -0.249 0.243 -1.456
C 2.143 -0.598 -0.850
C 1.741 -1.879 -1.098
C 2.517 -2.987 -0.703
C 3.712 -2.828 -0.059
C 4.152 -1.521 0.207
N 5.272 -1.151 0.829
S 5.319 0.447 0.903
N 3.932 0.770 0.153
C 3.360 -0.382 -0.196
H 4.316 -3.665 0.255
H 2.148 -3.978 -0.916
H 0.794 -2.024 -1.591
C 2.127 3.099 -0.848
H 1.734 4.080 -0.575
H 2.274 3.050 -1.923
H 3.080 2.929 -0.339
H 1.918 1.746 1.413
H 0.505 2.829 1.319
C -1.964 2.044 1.183
H -2.964 1.856 1.582
C -2.081 2.544 -0.255
H -1.103 2.753 -0.674
H -2.549 1.792 -0.881
H -2.684 3.450 -0.274
H -1.505 2.817 1.808
H -1.290 -1.188 1.806
H -2.701 -0.250 2.347
H -2.047 -0.753 -0.585
H -3.588 -0.179 0.071
H -2.391 -2.943 0.536
H -3.915 -2.370 1.218
H -3.309 -2.623 -1.766
H -4.840 -2.084 -1.079
H -4.299 -3.744 -0.827

Calculated values
- E (hartree) = -1825.88274
- E_HOMO (eV) = -8.90
- energy relative to the best compared isomer or geometry (same formula, charge and spin) (kcal/mol) = 16.5
- LUMO (eV) = -0.857